1.
17
Properties=species:S:1:pos:R:3:mulliken_charge:R:1 method="wB97M-V/def2-TZVPD" e_above_lowest_kcal_mol=39.6 spin_multiplicity=1 smiles=NC[C@@H]([NH3+])CS charge=+1 homo_energy_ev=-13.35 lumo_ev=-3.337 max_force_ha_per_bohr=0.11386 gap_ev=10.01
N 0.41701 1.97502 1.23166 -0.505
C -0.40585 0.81661 1.07643 -0.689
C -0.00047 0.15483 -0.33108 0.258
N 1.31780 -0.61479 -0.05736 -0.290
C -1.04932 -0.85430 -0.92168 -1.092
S -0.71860 -1.87674 -2.38016 -0.139
H 0.54463 2.30276 2.13115 0.223
H 0.07843 2.78959 0.62574 0.235
H -0.44527 0.07181 1.93188 0.406
H -1.53971 0.94722 1.12100 0.340
H 0.22557 0.99826 -1.08069 0.261
H 1.90168 0.15735 0.46759 0.407
H 1.25351 -1.36505 0.52832 0.299
H 1.61204 -0.92720 -0.94264 0.297
H -1.41115 -1.41458 -0.14856 0.498
H -1.92129 -0.29463 -1.26418 0.356
H 0.14098 -2.86615 -1.98742 0.136

---

2.
61
Properties=species:S:1:pos:R:3:mulliken_charge:R:1 method="wB97M-V/def2-TZVPD" s_squared=0.75 e_above_lowest_kcal_mol=2.0 spin_multiplicity=2 charge=+1 homo_energy_ev="-10.99 / -11.05" lumo_ev="-3.125 / -3.143" max_force_ha_per_bohr=0.00717 gap_ev="7.87 / 7.90"
Ti 0.20534 -0.08625 0.36157 -0.292
C 1.83956 0.53523 1.92615 -0.701
C 0.60828 1.08668 2.35008 -0.412
C -0.24118 0.01592 2.72427 -0.362
C 0.45206 -1.18343 2.50884 -0.759
C 1.73798 -0.86582 2.01833 -0.151
H 2.69124 1.08851 1.56157 0.486
H 0.38505 2.14042 2.39706 0.600
H -1.25179 0.09021 3.08819 0.476
H 0.05610 -2.17828 2.63672 0.426
H 2.49372 -1.57641 1.72517 0.673
C -1.04815 -0.05607 -2.78840 -0.991
O -1.39418 -0.09918 -1.39809 0.295
C -2.75284 0.27530 -1.22696 -0.544
C -3.00976 0.38232 0.24596 -0.714
O -1.98935 1.23216 0.77162 -0.050
C -2.48393 2.04346 1.83650 -1.184
H -1.78377 -0.61934 -3.36467 0.354
H -0.08171 -0.52238 -2.92851 0.250
H -1.02834 0.98105 -3.13467 0.338
H -3.40953 -0.46931 -1.68559 0.371
H -2.92164 1.24616 -1.70573 0.379
H -2.95881 -0.59790 0.73292 0.170
H -3.99775 0.81378 0.41685 0.578
H -3.25909 2.71197 1.45677 0.365
H -2.90383 1.43283 2.63867 0.451
H -1.66281 2.63663 2.22631 0.302
C 5.06034 -6.23372 1.13104 -1.497
C 4.06309 -5.24815 0.59265 0.881
C 2.71818 -5.60366 0.47395 -0.839
C 1.78714 -4.71713 -0.03285 -0.918
C 2.20661 -3.45145 -0.42182 0.869
C 3.53352 -3.06996 -0.31358 -0.151
C 4.45489 -3.97339 0.19442 -0.953
S 1.02168 -2.34929 -1.11053 1.227
O -0.10540 -2.26216 -0.15290 -0.590
O 0.71211 -2.76099 -2.44625 -0.682
N 1.58221 -0.86666 -0.97466 0.898
C 2.18193 -0.06309 -1.93535 0.071
C 3.04076 -0.45351 -2.93192 -0.641
C 3.58046 0.50227 -3.81594 -0.982
C 3.26854 1.82838 -3.70910 -0.895
C 2.36722 2.25954 -2.70893 0.614
C 1.94996 3.59905 -2.55238 -0.719
C 1.03161 3.91217 -1.58786 -1.106
C 0.52248 2.89619 -0.76882 -0.234
N 0.90009 1.63781 -0.86536 0.715
C 1.82024 1.30697 -1.82532 0.265
H 5.18858 -7.06319 0.43378 0.337
H 4.71978 -6.65411 2.07744 0.371
H 6.03236 -5.77102 1.28928 0.351
H 2.40029 -6.59156 0.78315 0.412
H 0.74540 -4.99603 -0.12511 0.503
H 3.84356 -2.07514 -0.60852 0.249
H 5.49286 -3.67942 0.28511 0.338
H 3.29506 -1.49933 -3.04625 0.553
H 4.25805 0.16898 -4.59036 0.423
H 3.69137 2.55758 -4.38724 0.433
H 2.35402 4.36260 -3.20498 0.473
H 0.68679 4.92693 -1.44983 0.451
H -0.22217 3.11812 -0.01378 0.418

---

3.
9
Properties=species:S:1:pos:R:3:mulliken_charge:R:1 method="wB97M-V/def2-TZVPD" e_above_lowest_kcal_mol=145.9 spin_multiplicity=1 charge=-1 homo_energy_ev="-3.68 / -3.68" lumo_ev="3.433 / 3.432" max_force_ha_per_bohr=0.05903 gap_ev="7.11 / 7.11"
C 1.70853 -0.59051 0.10323 -0.741
O 0.29507 0.86226 -1.52916 -0.549
O 0.75471 1.77287 0.75358 -0.533
O -2.47609 -0.42662 -0.16055 -0.364
O -1.51906 -0.33920 0.89344 -0.546
S 0.52966 0.64022 -0.09767 0.945
H 1.51861 -0.81419 1.10222 0.224
H 1.47575 -1.50122 -0.40728 0.261
H -2.28717 0.39639 -0.65780 0.304

---

4.
14
Properties=species:S:1:pos:R:3:mulliken_charge:R:1 method="wB97M-V/def2-TZVPD" e_above_lowest_kcal_mol=157.2 spin_multiplicity=1 charge=0 homo_energy_ev=-7.16 lumo_ev=0.798 max_force_ha_per_bohr=0.00822 gap_ev=7.96
C -0.85598 -0.82217 -0.32410 -0.830
C 0.18149 0.07979 -0.91901 0.014
C -0.75975 0.97673 -0.19098 -0.627
C -0.13866 0.18759 1.59418 -0.383
O 0.97726 -0.51201 1.21251 -0.276
C 1.44322 -0.04404 -0.05427 -0.324
H -1.79175 -0.93237 -0.86325 0.308
H -0.54714 -1.69218 0.24453 0.335
H 0.35396 0.14688 -1.99366 0.378
H -1.72828 1.10534 -0.67768 0.295
H -0.44205 1.92339 0.23154 0.347
H -0.78922 -0.53803 2.12559 0.174
H 2.13974 -0.80008 -0.42545 0.322
H 1.95717 0.92115 0.04004 0.265